Computed, not measured: a molecular structure, C5H12O3SSi at a distorted geometry, with ωB97M-V/def2-TZVPD.

```
22
Properties=species:S:1:pos:R:3
C 0.511 2.731 1.847
C 1.286 0.846 0.747
C -1.669 -0.126 0.551
C 0.884 -2.162 0.181
C 0.088 -0.065 -1.947
O 0.413 -0.828 2.865
O 2.228 0.824 3.245
O 0.079 1.853 2.876
Si 0.110 -0.380 -0.002
S 1.044 0.453 2.584
H 1.497 3.253 2.075
H -0.433 3.189 1.406
H 2.315 1.132 0.458
H -1.747 0.651 1.309
H -2.311 0.149 -0.264
H -2.171 -1.142 0.983
H 1.081 -2.108 1.267
H 0.455 -3.114 -0.017
H 1.798 -2.139 -0.371
H -0.471 1.004 -2.002
H 1.116 0.011 -2.396
H -0.523 -0.699 -2.506
```

The calculation puts the HOMO energy (alpha / beta) at -9.74 / -9.74 eV.

Atomic partial charges in e from the Mulliken method, atoms 1 to 2:
1. C -0.278
2. C -0.471

---

Computed, not measured: 2 unconnected molecules or ions with the total composition C6H17NO at a distorted geometry, with ωB97M-V/def2-TZVPD.

```
25
Properties=species:S:1:pos:R:3
C 1.606 1.136 -2.029
C 1.300 -0.144 -1.174
C -0.151 -0.608 -1.295
C -1.258 0.423 -0.981
C -1.281 0.944 0.458
N -1.684 0.046 1.543
C -1.123 -1.325 1.623
H 2.339 0.871 -2.774
H 1.953 1.926 -1.363
H 0.730 1.495 -2.570
H 1.867 -0.961 -1.578
H 1.432 0.172 -0.162
H -0.399 -1.087 -2.247
H -0.361 -1.456 -0.641
H -2.218 -0.063 -1.164
H -1.138 1.245 -1.695
H -1.977 1.756 0.569
H -0.300 1.345 0.686
H -2.690 -0.031 1.496
H -0.057 -1.168 1.589
H -1.498 -1.787 2.540
H -1.539 -1.973 0.856
O 2.204 -0.630 2.769
H 1.354 -0.176 2.789
H 2.890 0.054 2.754
```

The calculation puts the HOMO energy at -8.66 eV. As for the SMILES: CCCCCNC.O.

Atomic partial charges in e from the Mulliken method, atoms 1 to 2:
1. C -1.200
2. C -0.152

---

Computed, not measured: a molecular structure, C28H19Br2FGeMnNO, with ωB97M-V/def2-TZVPD.

```
54
Properties=species:S:1:pos:R:3
Mn -0.198 -0.067 0.417
Br 4.197 1.116 -1.503
C 2.547 0.833 -2.336
C 2.447 0.856 -3.746
C 1.262 0.631 -4.386
Br 1.200 0.655 -6.269
C 0.082 0.359 -3.647
C -1.198 0.072 -4.160
C -2.234 -0.216 -3.306
C -2.015 -0.238 -1.927
N -0.826 0.039 -1.428
C 0.219 0.343 -2.253
C 1.434 0.584 -1.581
O 1.368 0.554 -0.248
H 3.340 1.059 -4.321
H -1.354 0.075 -5.231
H -3.223 -0.436 -3.681
H -2.802 -0.479 -1.223
F -1.500 0.402 1.467
C -0.097 -1.659 0.368
Ge 0.692 -3.513 0.003
C 2.535 -3.111 0.403
C 2.861 -2.631 1.672
C 4.174 -2.317 1.986
C 5.170 -2.483 1.032
C 4.855 -2.967 -0.231
C 3.540 -3.278 -0.548
C -0.190 -4.714 1.218
C -1.583 -4.802 1.257
C -2.202 -5.706 2.107
C -1.432 -6.530 2.919
C -0.048 -6.446 2.889
C 0.573 -5.537 2.043
C 0.233 -3.698 -1.866
C -0.711 -4.647 -2.261
C -1.047 -4.787 -3.599
C -0.439 -3.983 -4.555
C 0.506 -3.039 -4.174
C 0.838 -2.892 -2.835
H 2.092 -2.517 2.430
H 4.421 -1.950 2.973
H 6.196 -2.241 1.277
H 5.634 -3.104 -0.969
H 3.305 -3.662 -1.534
H -2.193 -4.160 0.631
H -3.282 -5.769 2.138
H -1.915 -7.238 3.580
H 0.548 -7.086 3.524
H 1.655 -5.475 2.027
H -1.177 -5.290 -1.524
H -1.774 -5.530 -3.898
H -0.692 -4.100 -5.601
H 0.990 -2.425 -4.923
H 1.584 -2.155 -2.549
```

The net charge is +1. The calculation puts the HOMO energy (alpha / beta) at -11.52 / -11.53 eV. As for the spin multiplicity: 2.

Atomic partial charges in e from the Mulliken method, atoms 1 to 2:
1. Mn 0.224
2. Br -0.080